DFT (ωB97M-V/def2-TZVPD) results for one molecule with the formula C26H21NO4.

```
! RIJCOSX wB97M-V def2-TZVPD def2/J DEFGRID3
* xyz 0 1
C -7.119 0.554 0.868
O -6.348 -0.601 1.101
C -5.063 -0.619 0.653
C -4.345 -1.792 0.880
C -3.039 -1.921 0.452
C -2.394 -0.872 -0.198
O -1.124 -0.938 -0.690
C -0.383 -2.114 -0.476
C -3.100 0.322 -0.401
C -2.514 1.503 -1.088
O -3.166 2.150 -1.885
C -1.134 1.908 -0.717
C -0.575 1.590 0.519
C 0.689 2.038 0.844
C 1.403 2.834 -0.049
C 2.713 3.419 0.362
O 2.928 4.612 0.346
N 3.641 2.548 0.857
C 3.712 1.159 0.711
C 4.338 0.416 1.736
C 4.459 -0.939 1.637
C 3.978 -1.629 0.504
C 4.106 -3.025 0.361
C 3.663 -3.655 -0.768
C 3.074 -2.916 -1.806
C 2.924 -1.562 -1.693
C 3.367 -0.882 -0.537
C 3.242 0.514 -0.407
C 0.833 3.185 -1.268
C -0.421 2.714 -1.602
C -4.429 0.428 0.000
H -6.693 1.429 1.371
H -7.217 0.762 -0.202
H -8.101 0.342 1.287
H -4.836 -2.607 1.389
H -2.528 -2.853 0.630
H 0.596 -1.930 -0.914
H -0.844 -2.976 -0.968
H -0.262 -2.326 0.592
H -1.139 1.010 1.234
H 1.119 1.792 1.804
H 4.430 2.991 1.314
H 4.718 0.941 2.601
H 4.934 -1.502 2.426
H 4.569 -3.588 1.160
H 3.769 -4.725 -0.874
H 2.738 -3.428 -2.696
H 2.473 -0.987 -2.489
H 2.788 1.071 -1.212
H 1.380 3.827 -1.942
H -0.876 2.971 -2.547
H -4.934 1.358 -0.210
*
```

## Properties
* gap between HOMO and LUMO: 8.12 eV
* HOMO: -8.20 eV
* E: -1359.10509 a.u.
* largest force on an atom: 0.681 eV Å⁻¹
* energy relative to the best compared isomer or geometry (same formula, charge and spin): 0.0 kcal/mol

Want to see where the charge sits? The natural (NBO) charges in e are: -0.25, -0.49, 0.27, -0.20, -0.29, 0.29, -0.50, -0.25, -0.12, 0.55, -0.53, -0.15, -0.10, -0.22, -0.12, 0.67, -0.58, -0.64, 0.23, -0.26, -0.15, -0.11, -0.17, -0.22, -0.21, -0.21, 0.04, -0.27, -0.18, -0.16, -0.26, 0.18, 0.18, 0.20, 0.22, 0.22, 0.21, 0.18, 0.18, 0.21, 0.22, 0.41, 0.22, 0.21, 0.21, 0.22, 0.22, 0.22, 0.22, 0.23, 0.24, 0.24



DFT (ωB97M-V/def2-TZVPD) results for C12H28N6O6STb as an isolated structure in a non-equilibrium geometry.

```
! RIJCOSX wB97M-V def2-TZVPD def2/J DEFGRID3
* xyz 1 7
O -0.034 -0.237 -3.405
H -0.155 -0.094 -4.350
Tb 0.286 -0.052 -0.449
N 0.176 2.495 0.506
N 1.673 1.503 -1.153
N -1.332 -1.333 0.956
N -0.189 -2.160 -1.276
O -0.671 2.806 1.446
O -2.054 -1.042 2.142
O 0.457 -2.593 -2.443
O 2.366 0.393 -1.419
C 2.271 2.523 -0.477
C 1.385 3.122 0.469
C -1.375 -2.652 0.704
C -0.748 -3.088 -0.510
C 1.848 4.169 1.420
H 2.503 3.755 2.214
H 0.982 4.665 1.897
H 2.435 4.923 0.872
C 3.701 2.777 -0.701
H 3.835 2.960 -1.774
H 4.280 1.874 -0.431
H 4.058 3.647 -0.123
C -2.129 -3.596 1.582
C -0.722 -4.522 -0.902
H -2.670 -3.039 2.356
H -1.483 -4.328 2.081
H -2.857 -4.151 0.989
H -0.057 -4.668 -1.748
H -1.709 -4.897 -1.168
H -0.392 -5.144 -0.077
H -2.201 -0.077 2.158
H 0.422 -1.761 -3.040
C -1.104 0.537 -2.595
H -0.577 1.342 -2.071
H -1.611 -0.178 -1.944
H -1.860 1.008 -3.237
O -3.488 2.442 0.348
H -3.892 1.690 0.853
H -2.515 2.399 0.713
C -0.391 1.077 5.010
N 0.481 1.032 3.859
C 0.908 -0.068 3.247
S 1.776 0.007 1.731
N 0.732 -1.284 3.805
C 0.869 -1.606 5.226
H -1.121 0.264 4.974
H -0.924 2.025 5.005
H 0.190 1.009 5.930
H 0.613 1.889 3.318
H 1.003 -2.043 3.175
H -0.119 -1.761 5.691
H 1.419 -2.552 5.299
H 1.419 -0.836 5.783
*
```

## Properties
* gap between HOMO and LUMO (alpha / beta): 5.38 / 6.00 eV
* HOMO (alpha / beta): -9.02 / -10.28 eV
* E: -2476.08850 a.u.
* largest force on an atom: 3.282 eV Å⁻¹
* energy relative to the best compared isomer or geometry (same formula, charge and spin): 90.0 kcal/mol

Want to see where the charge sits? The Löwdin charges in e are: -0.15, 0.11, 1.23, -0.12, -0.24, -0.07, -0.14, -0.12, -0.07, -0.04, -0.21, -0.27, -0.28, -0.26, -0.27, -0.02, 0.11, 0.09, 0.09, 0.00, 0.11, 0.11, 0.09, 0.00, 0.00, 0.08, 0.10, 0.10, 0.08, 0.10, 0.09, 0.10, 0.08, -0.09, 0.04, 0.06, 0.12, -0.12, 0.04, 0.03, -0.05, -0.01, -0.75, 0.65, -0.04, -0.06, 0.09, 0.10, 0.09, 0.11, 0.12, 0.09, 0.10, 0.09



DFT (ωB97M-V/def2-TZVPD) results for one molecule with the formula C4H6BrNO2S in a non-equilibrium geometry.

```
! RIJCOSX wB97M-V def2-TZVPD def2/J DEFGRID3
* xyz 0 1
C 1.885 1.516 -1.235
C 1.462 1.204 0.004
C 0.434 -0.475 1.870
C -1.977 -1.491 -0.234
N -1.413 -0.506 -0.915
O -1.861 0.599 -1.195
O -0.109 -0.832 -1.127
S 1.221 -0.503 0.410
Br -3.706 -0.937 0.462
H 2.034 2.450 -1.709
H 1.692 0.698 -1.990
H 1.525 1.757 0.919
H 0.427 -1.361 2.567
H 0.130 0.475 2.274
H -1.744 -2.596 -0.101
*
```

## Properties
* gap between HOMO and LUMO (alpha / beta): 7.42 / 7.42 eV
* HOMO (alpha / beta): -8.24 / -8.24 eV
* E: -3333.18834 a.u.
* largest force on an atom: 3.445 eV Å⁻¹
* energy relative to the best compared isomer or geometry (same formula, charge and spin): 121.2 kcal/mol

Want to see where the charge sits? The natural (NBO) charges in e are: -0.31, -0.39, -0.72, -0.19, 0.33, -0.47, -0.60, 0.91, 0.01, 0.23, 0.23, 0.23, 0.25, 0.23, 0.26



DFT (ωB97M-V/def2-TZVPD) results for a 2-piece molecular cluster, C2H9N2 overall in a non-equilibrium geometry.

```
! RIJCOSX wB97M-V def2-TZVPD def2/J DEFGRID3
* xyz 1 1
N 1.437 1.228 1.176
H 0.107 0.799 0.486
H 1.466 1.523 2.150
H 1.998 1.943 0.716
H 1.961 0.356 1.167
C -0.781 -1.570 -1.434
C -0.719 -1.064 -0.229
N -0.813 0.400 -0.064
H -0.892 -0.928 -2.313
H -0.926 -2.583 -1.791
H -0.377 -1.563 0.668
H -0.812 0.814 -0.999
H -1.649 0.643 0.469
*
```

## Properties
* gap between HOMO and LUMO: 11.75 eV
* HOMO: -14.94 eV
* E: -190.84354 a.u.
* largest force on an atom: 1.970 eV Å⁻¹
* energy relative to the best compared isomer or geometry (same formula, charge and spin): 19.3 kcal/mol

Want to see where the charge sits? The natural (NBO) charges in e are: -1.05, 0.45, 0.40, 0.41, 0.39, -0.34, -0.07, -0.75, 0.20, 0.26, 0.23, 0.43, 0.43



DFT (ωB97M-V/def2-TZVPD) results for C15H8Cl48FNO4S as an isolated structure in a non-equilibrium geometry.

```
! RIJCOSX wB97M-V def2-TZVPD def2/J DEFGRID3
* xyz 0 1
C 2.289 7.437 -5.367
C 3.361 8.469 -5.701
O 3.771 8.391 -7.066
C 4.583 8.339 -4.811
O 5.218 7.093 -5.160
N 5.877 6.527 -4.044
S 4.841 5.323 -3.519
O 4.755 4.259 -4.451
O 3.702 5.957 -2.968
F 5.739 4.828 -2.351
H 2.481 6.492 -5.880
H 1.300 7.796 -5.651
H 2.277 7.234 -4.296
H 2.962 9.479 -5.568
H 3.601 7.500 -7.378
H 5.288 9.154 -4.993
H 4.305 8.328 -3.757
H 6.699 6.055 -4.424
C 4.660 1.299 -1.097
Cl 3.905 -0.268 -0.809
Cl 3.506 2.283 -2.000
Cl 5.036 2.084 0.441
Cl 6.144 1.095 -2.032
C -0.033 -1.740 -1.045
Cl -0.291 -1.513 -2.773
Cl 0.352 -0.177 -0.309
Cl -1.486 -2.392 -0.293
Cl 1.316 -2.854 -0.783
C -0.720 -3.934 3.355
Cl -0.583 -4.147 5.098
Cl -2.431 -3.998 2.901
Cl -0.035 -2.393 2.860
Cl 0.129 -5.260 2.545
C -1.143 5.295 -7.088
Cl -1.271 3.535 -7.195
Cl -2.545 6.037 -7.861
Cl -1.080 5.774 -5.390
Cl 0.330 5.825 -7.910
C 6.951 7.863 0.323
Cl 6.341 7.612 -1.314
Cl 6.978 9.589 0.693
Cl 5.901 7.028 1.474
Cl 8.589 7.210 0.442
C -2.923 0.946 -5.139
Cl -2.929 0.778 -3.387
Cl -4.581 0.953 -5.746
Cl -2.128 2.465 -5.579
Cl -2.039 -0.406 -5.861
C -2.756 -4.809 8.659
Cl -3.044 -6.443 9.254
Cl -1.043 -4.665 8.250
Cl -3.708 -4.573 7.181
Cl -3.218 -3.606 9.852
C -4.011 -9.937 6.147
Cl -4.061 -8.256 6.674
Cl -3.170 -10.025 4.599
Cl -3.148 -10.909 7.345
Cl -5.658 -10.559 5.963
C -6.303 -0.974 10.991
Cl -4.765 -0.163 11.315
Cl -6.197 -1.819 9.446
Cl -6.630 -2.141 12.276
Cl -7.599 0.221 10.932
C -3.080 3.476 -0.465
Cl -3.119 4.109 -2.111
Cl -2.802 4.798 0.671
Cl -4.621 2.693 -0.097
Cl -1.778 2.288 -0.326
C -4.020 -13.409 1.621
Cl -4.171 -15.162 1.758
Cl -2.317 -12.981 1.395
Cl -4.953 -12.843 0.233
Cl -4.618 -12.639 3.089
C -1.234 -9.784 1.242
Cl -1.629 -9.608 -0.470
Cl -0.733 -8.220 1.894
Cl -2.659 -10.357 2.118
Cl 0.077 -10.951 1.428
*
```

## Properties
* gap between HOMO and LUMO: 9.75 eV
* HOMO: -9.71 eV
* E: -23518.99319 a.u.
* largest force on an atom: 6.397 eV Å⁻¹

Want to see where the charge sits? The Löwdin charges in e are: -0.06, -0.39, -0.02, -0.14, -0.16, -0.14, 0.53, -0.24, -0.24, -0.17, 0.07, 0.06, 0.07, 0.15, 0.08, 0.13, 0.11, 0.13, -2.05, 0.51, 0.55, 0.53, 0.54, -2.04, 0.52, 0.48, 0.52, 0.52, -2.04, 0.50, 0.52, 0.53, 0.49, -1.98, 0.46, 0.55, 0.55, 0.55, -2.05, 0.57, 0.53, 0.53, 0.52, -2.00, 0.49, 0.54, 0.39, 0.53, -2.04, 0.51, 0.51, 0.50, 0.53, -2.02, 0.50, 0.45, 0.53, 0.52, -2.07, 0.52, 0.50, 0.52, 0.53, -2.06, 0.51, 0.53, 0.53, 0.48, -2.03, 0.54, 0.47, 0.54, 0.51, -1.99, 0.55, 0.51, 0.38, 0.53



DFT (ωB97M-V/def2-TZVPD) results for one molecule with the formula C5H10O.

```
! RIJCOSX wB97M-V def2-TZVPD def2/J DEFGRID3
* xyz 0 1
C 1.860 -0.654 -0.797
C 0.926 0.300 -0.102
O 1.254 1.417 0.242
C -0.466 -0.249 0.194
C -1.441 0.425 -0.776
C -0.817 -0.005 1.660
H 1.381 -1.154 -1.648
H 2.793 -0.175 -1.098
H 2.068 -1.431 -0.052
H -0.468 -1.329 -0.004
H -1.195 0.172 -1.814
H -1.386 1.513 -0.664
H -2.467 0.096 -0.584
H -0.631 1.042 1.915
H -0.199 -0.630 2.316
H -1.867 -0.245 1.855
*
```

## Properties
* gap between HOMO and LUMO: 10.50 eV
* HOMO: -9.53 eV
* E: -271.75130 a.u.
* largest force on an atom: 0.522 eV Å⁻¹
* energy relative to the best compared isomer or geometry (same formula, charge and spin): 0.8 kcal/mol

Want to see where the charge sits? The natural (NBO) charges in e are: -0.72, 0.61, -0.55, -0.32, -0.60, -0.60, 0.23, 0.23, 0.23, 0.20, 0.21, 0.22, 0.21, 0.23, 0.21, 0.21



DFT (ωB97M-V/def2-TZVPD) results for C44H44FNO3SbV as an isolated structure in a non-equilibrium geometry.

```
! RIJCOSX wB97M-V def2-TZVPD def2/J DEFGRID3
* xyz 2 3
V -0.390 -1.078 1.679
C 1.678 0.136 4.203
C 0.315 -0.358 3.819
C -0.737 0.538 3.590
C -2.062 0.096 3.471
C -3.188 1.071 3.349
C -2.321 -1.276 3.520
C -1.286 -2.206 3.695
C -1.599 -3.664 3.825
C 0.028 -1.736 3.849
H 1.879 -0.144 5.239
H 1.729 1.221 4.138
H 2.463 -0.309 3.586
H -0.527 1.603 3.605
H -3.633 1.228 4.333
H -3.968 0.697 2.689
H -2.844 2.036 2.986
H -3.344 -1.632 3.484
H -1.821 -3.892 4.870
H -0.760 -4.288 3.516
H -2.474 -3.936 3.235
H 0.809 -2.434 4.146
C -5.671 -0.172 -3.349
C -4.213 -0.030 -3.783
C -3.970 1.195 -4.658
C -4.323 2.466 -3.899
C -3.698 2.469 -2.540
C -3.591 3.654 -1.839
C -2.950 3.690 -0.605
F -2.871 4.843 0.055
C -2.374 2.565 -0.063
C -2.492 1.349 -0.744
C -1.879 0.159 -0.211
O -1.081 0.233 0.782
C -2.174 -1.070 -0.857
C -2.920 -1.058 -2.019
N -3.374 0.056 -2.583
C -3.198 1.280 -1.970
C -1.712 -2.395 -0.302
O -2.230 -3.435 -0.628
O -0.692 -2.287 0.502
H -6.324 -0.147 -4.218
H -5.962 0.630 -2.676
H -5.815 -1.117 -2.833
H -3.918 -0.930 -4.329
H -4.585 1.127 -5.553
H -2.924 1.224 -4.972
H -5.406 2.545 -3.797
H -4.000 3.345 -4.462
H -4.011 4.561 -2.245
H -1.851 2.613 0.881
H -3.151 -2.000 -2.500
C 3.916 0.758 -2.304
C 3.413 -0.639 -2.503
C 3.963 -1.379 -3.549
C 3.604 -2.690 -3.787
C 2.637 -3.296 -3.001
C 2.065 -2.587 -1.961
C 2.461 -1.275 -1.706
Sb 1.755 -0.484 0.198
C 1.613 1.680 0.191
C 2.085 2.350 1.312
C 1.893 3.713 1.446
C 1.207 4.408 0.463
C 0.723 3.733 -0.644
C 0.918 2.363 -0.808
C 0.444 1.706 -2.073
C 3.165 -1.563 1.437
C 2.604 -2.727 1.959
C 3.378 -3.609 2.689
C 4.718 -3.320 2.896
C 5.273 -2.173 2.363
C 4.515 -1.277 1.609
C 5.160 -0.097 0.959
H 4.934 0.733 -1.921
H 3.302 1.326 -1.611
H 3.957 1.284 -3.254
H 4.708 -0.911 -4.176
H 4.083 -3.241 -4.581
H 2.338 -4.315 -3.187
H 1.308 -3.057 -1.338
H 2.626 1.801 2.072
H 2.278 4.223 2.313
H 1.052 5.471 0.557
H 0.194 4.283 -1.410
H -0.439 2.206 -2.463
H 0.216 0.644 -1.938
H 1.216 1.798 -2.837
H 1.551 -2.953 1.766
H 2.948 -4.515 3.089
H 5.326 -4.006 3.462
H 6.323 -1.971 2.517
H 5.961 0.307 1.574
H 4.431 0.688 0.750
H 5.597 -0.422 0.015
*
```

## Properties
* gap between HOMO and LUMO (alpha / beta): 7.41 / 7.34 eV
* HOMO (alpha / beta): -13.53 / -13.50 eV
* E: -3267.22810 a.u.
* largest force on an atom: 4.224 eV Å⁻¹
* energy relative to the best compared isomer or geometry (same formula, charge and spin): 0.0 kcal/mol

Want to see where the charge sits? The natural (NBO) charges in e are: 1.29, -0.66, 0.08, -0.27, 0.08, -0.65, -0.25, 0.03, -0.65, -0.36, 0.26, 0.23, 0.25, 0.26, 0.27, 0.24, 0.23, 0.26, 0.26, 0.24, 0.24, 0.28, -0.62, -0.04, -0.41, -0.44, 0.01, -0.24, 0.49, -0.30, -0.29, -0.05, 0.44, -0.70, -0.33, 0.19, -0.28, 0.16, 0.76, -0.53, -0.75, 0.24, 0.22, 0.23, 0.23, 0.25, 0.22, 0.24, 0.25, 0.26, 0.25, 0.26, -0.65, -0.03, -0.19, -0.17, -0.20, -0.23, -0.32, 1.30, -0.39, -0.24, -0.20, -0.18, -0.22, 0.06, -0.66, -0.40, -0.24, -0.21, -0.17, -0.22, 0.08, -0.65, 0.24, 0.22, 0.24, 0.23, 0.23, 0.23, 0.21, 0.21, 0.23, 0.24, 0.22, 0.22, 0.20, 0.25, 0.20, 0.23, 0.24, 0.23, 0.24, 0.21, 0.24



DFT (ωB97M-V/def2-TZVPD) results for one molecule with the formula C22H20N4O3S in a non-equilibrium geometry.

```
! RIJCOSX wB97M-V def2-TZVPD def2/J DEFGRID3
* xyz 0 1
C 2.279 5.830 1.261
C 1.343 4.904 1.189
C 1.232 3.935 0.048
N 1.559 2.582 0.479
C 0.636 1.783 1.082
S -0.989 2.436 1.296
C -1.788 1.013 2.083
C -2.118 -0.148 1.144
O -2.106 -1.286 1.551
N -2.468 0.254 -0.099
C -2.927 -0.508 -1.181
C -3.080 -1.886 -1.127
C -3.567 -2.580 -2.222
C -3.909 -1.907 -3.389
O -4.405 -2.490 -4.517
C -4.617 -3.880 -4.517
C -3.744 -0.522 -3.444
C -3.261 0.167 -2.355
N 0.832 0.590 1.523
C 2.088 0.106 1.387
C 3.111 0.850 0.799
N 4.271 0.123 0.818
C 4.020 -1.083 1.409
C 4.877 -2.147 1.664
C 4.349 -3.259 2.286
C 3.000 -3.327 2.647
C 2.140 -2.280 2.402
C 2.651 -1.142 1.782
C 2.896 2.169 0.294
O 3.712 2.896 -0.245
H 2.347 6.506 2.097
H 3.017 5.946 0.485
H 0.612 4.780 1.976
H 1.952 4.193 -0.733
H 0.217 3.935 -0.361
H -2.717 1.401 2.508
H -1.139 0.652 2.879
H -2.408 1.250 -0.282
H -2.820 -2.416 -0.226
H -3.677 -3.650 -2.145
H -5.336 -4.178 -3.747
H -5.024 -4.116 -5.499
H -3.681 -4.430 -4.372
H -4.008 -0.008 -4.354
H -3.143 1.241 -2.409
H 5.151 0.446 0.453
H 5.918 -2.101 1.384
H 4.992 -4.100 2.498
H 2.633 -4.221 3.128
H 1.096 -2.324 2.670
*
```

## Properties
* gap between HOMO and LUMO: 8.31 eV
* HOMO: -7.87 eV
* E: -1693.32094 a.u.
* largest force on an atom: 1.282 eV Å⁻¹
* energy relative to the best compared isomer or geometry (same formula, charge and spin): 31.7 kcal/mol

Want to see where the charge sits? The natural (NBO) charges in e are: -0.35, -0.21, -0.27, -0.42, 0.31, 0.23, -0.61, 0.68, -0.60, -0.61, 0.10, -0.17, -0.31, 0.29, -0.49, -0.25, -0.24, -0.21, -0.52, 0.22, -0.02, -0.52, 0.24, -0.27, -0.19, -0.24, -0.15, -0.16, 0.63, -0.62, 0.20, 0.20, 0.20, 0.26, 0.22, 0.25, 0.28, 0.40, 0.25, 0.22, 0.18, 0.20, 0.18, 0.23, 0.21, 0.43, 0.22, 0.21, 0.21, 0.23